{
  "formula": "C60H143N3O21",
  "method": "wB97M-V/def2-TZVPD",
  "gap_ev": 8.61,
  "relative_energy_ev": 2.671,
  "total_energy_ev": -111989.993,
  "species": ["C", "C", "N", "C", "C", "C", "C", "H", "H", "H", "H", "H", "H", "H", "H", "H", "H", "H", "H", "H", "H", "H", "C", "C", "N", "C", "C", "C", "C", "H", "H", "H", "H", "H", "H", "H", "H", "H", "H", "H", "H", "H", "H", "H", "C", "C", "N", "C", "C", "C", "C", "H", "H", "H", "H", "H", "H", "H", "H", "H", "H", "H", "H", "H", "H", "H", "C", "O", "C", "C", "O", "C", "C", "O", "C", "H", "H", "H", "H", "H", "H", "H", "H", "H", "H", "H", "H", "H", "H", "C", "O", "C", "C", "O", "C", "C", "O", "C", "H", "H", "H", "H", "H", "H", "H", "H", "H", "H", "H", "H", "H", "H", "C", "O", "C", "C", "O", "C", "C", "O", "C", "H", "H", "H", "H", "H", "H", "H", "H", "H", "H", "H", "H", "H", "H", "C", "O", "C", "C", "O", "C", "C", "O", "C", "H", "H", "H", "H", "H", "H", "H", "H", "H", "H", "H", "H", "H", "H", "C", "O", "C", "C", "O", "C", "C", "O", "C", "H", "H", "H", "H", "H", "H", "H", "H", "H", "H", "H", "H", "H", "H", "C", "O", "C", "C", "O", "C", "C", "O", "C", "H", "H", "H", "H", "H", "H", "H", "H", "H", "H", "H", "H", "H", "H", "C", "O", "C", "C", "O", "C", "C", "O", "C", "H", "H", "H", "H", "H", "H", "H", "H", "H", "H", "H", "H", "H", "H"],
  "xyz": [[-0.883, 0.099, 4.260], [0.541, 0.425, 4.809], [1.051, 1.745, 4.476], [0.337, 2.836, 5.165], [0.141, 2.755, 6.696], [1.109, 1.964, 3.074], [2.144, 3.020, 2.534], [-0.925, 0.095, 3.157], [-1.744, 0.702, 4.628], [-1.134, -0.926, 4.401], [0.534, 0.314, 5.915], [1.242, -0.337, 4.453], [0.798, 3.784, 4.877], [-0.686, 2.897, 4.710], [-0.644, 2.052, 6.971], [1.150, 2.434, 7.127], [-0.199, 3.684, 7.092], [0.133, 2.197, 2.699], [1.305, 1.022, 2.542], [2.454, 2.744, 1.520], [3.021, 2.917, 3.193], [1.767, 4.028, 2.598], [-1.295, -5.597, -0.575], [-0.980, -6.203, 0.776], [-0.446, -5.370, 1.809], [-1.352, -4.929, 2.802], [-0.772, -3.761, 3.589], [0.801, -5.883, 2.390], [1.929, -6.357, 1.346], [-2.311, -5.098, -0.586], [-1.535, -6.379, -1.349], [-0.577, -4.842, -1.055], [-1.889, -6.690, 1.169], [-0.266, -6.954, 0.519], [-2.272, -4.600, 2.329], [-1.665, -5.775, 3.420], [-1.628, -3.266, 4.095], [-0.007, -4.041, 4.325], [-0.384, -2.983, 2.925], [0.556, -6.736, 3.103], [1.210, -5.128, 3.054], [1.742, -7.343, 1.022], [2.921, -6.340, 1.842], [2.015, -5.650, 0.551], [2.485, 3.253, -5.371], [2.509, 2.786, -6.806], [3.798, 2.676, -7.381], [4.595, 1.595, -6.961], [3.991, 0.244, -7.438], [3.767, 2.929, -8.830], [3.725, 4.400, -9.202], [1.510, 3.182, -4.957], [2.726, 4.320, -5.362], [3.162, 2.750, -4.739], [1.836, 1.958, -7.091], [1.952, 3.597, -7.375], [5.554, 1.739, -7.482], [4.749, 1.604, -5.860], [3.918, 0.142, -8.511], [4.523, -0.642, -7.080], [2.991, 0.214, -6.991], [2.873, 2.359, -9.261], [4.619, 2.495, -9.304], [3.544, 4.479, -10.284], [4.693, 4.848, -9.032], [2.965, 4.930, -8.574], [-7.665, -3.046, 2.844], [-6.923, -4.272, 2.748], [-5.706, -4.113, 1.965], [-5.905, -4.309, 0.428], [-4.663, -4.071, -0.152], [-4.721, -4.245, -1.534], [-4.214, -3.054, -2.293], [-5.156, -1.982, -2.022], [-4.890, -0.826, -2.742], [-8.490, -3.128, 3.593], [-8.151, -2.896, 1.836], [-7.006, -2.236, 3.042], [-5.071, -4.960, 2.251], [-5.252, -3.217, 2.295], [-6.610, -3.578, 0.076], [-6.292, -5.296, 0.210], [-5.711, -4.417, -1.843], [-4.048, -5.063, -1.824], [-4.226, -3.312, -3.366], [-3.283, -2.678, -2.042], [-4.349, -1.142, -3.648], [-4.170, -0.210, -2.189], [-5.793, -0.293, -3.064], [-8.744, -1.645, -2.825], [-8.260, -0.412, -2.290], [-8.043, -0.529, -0.908], [-7.607, 0.744, -0.345], [-8.729, 1.640, -0.449], [-8.441, 3.016, -0.592], [-7.805, 3.695, 0.597], [-6.614, 3.022, 0.924], [-6.261, 3.154, 2.242], [-9.562, -1.423, -3.465], [-9.034, -2.314, -2.036], [-7.950, -2.105, -3.427], [-7.335, -1.328, -0.697], [-9.040, -0.909, -0.546], [-6.768, 1.163, -0.940], [-7.333, 0.654, 0.764], [-9.440, 3.608, -0.771], [-7.784, 3.096, -1.476], [-8.569, 3.591, 1.379], [-7.691, 4.808, 0.456], [-6.015, 4.219, 2.387], [-5.335, 2.607, 2.402], [-7.056, 2.783, 2.865], [-1.371, -0.955, -4.191], [-0.391, -1.494, -3.380], [0.038, -2.833, -3.704], [1.344, -3.146, -2.962], [2.311, -2.523, -3.807], [3.538, -2.504, -3.109], [4.455, -3.435, -3.929], [4.095, -4.812, -3.959], [4.707, -5.451, -5.079], [-1.845, -0.266, -3.614], [-2.172, -1.663, -4.421], [-0.875, -0.451, -5.054], [0.142, -2.879, -4.815], [-0.724, -3.597, -3.373], [1.655, -4.184, -2.846], [1.225, -2.684, -1.988], [3.516, -2.934, -2.063], [3.991, -1.492, -3.150], [5.479, -3.421, -3.534], [4.509, -3.115, -4.975], [5.780, -5.401, -5.005], [4.252, -5.163, -6.037], [4.574, -6.536, -4.866], [-4.808, -0.717, 3.884], [-4.943, -1.022, 2.497], [-4.062, -0.304, 1.673], [-2.849, -1.049, 1.348], [-1.885, -0.197, 0.707], [-0.644, -0.907, 0.386], [0.281, 0.010, -0.339], [1.551, -0.583, -0.501], [2.452, 0.162, -1.315], [-3.735, -0.888, 4.204], [-5.479, -1.375, 4.507], [-5.021, 0.345, 4.067], [-3.710, 0.713, 2.019], [-4.556, -0.152, 0.677], [-3.124, -1.897, 0.691], [-2.459, -1.429, 2.292], [-1.002, -1.728, -0.288], [-0.140, -1.396, 1.264], [0.461, 0.926, 0.230], [-0.055, 0.336, -1.331], [2.035, 0.174, -2.314], [3.319, -0.445, -1.312], [2.677, 1.195, -0.959], [4.394, 2.542, 8.541], [4.481, 2.544, 7.120], [4.279, 1.255, 6.577], [4.684, 1.248, 5.097], [4.245, 0.040, 4.492], [4.346, 0.076, 3.075], [3.828, -1.225, 2.489], [4.656, -2.289, 2.815], [4.451, -3.513, 2.145], [3.413, 2.755, 8.876], [5.090, 3.295, 8.946], [4.697, 1.588, 8.915], [3.223, 0.937, 6.627], [4.797, 0.471, 7.172], [5.730, 1.509, 4.918], [4.060, 1.961, 4.634], [5.399, 0.132, 2.813], [3.844, 0.993, 2.706], [3.712, -1.047, 1.411], [2.828, -1.446, 2.905], [5.393, -4.146, 2.157], [4.256, -3.310, 1.112], [3.645, -4.098, 2.535], [10.673, 6.363, -5.287], [9.518, 6.020, -4.530], [9.088, 4.690, -4.912], [8.093, 4.138, -3.906], [7.770, 2.864, -4.239], [6.567, 2.378, -3.554], [6.496, 0.757, -3.748], [5.708, 0.049, -2.822], [6.254, -0.177, -1.546], [10.680, 6.031, -6.295], [11.505, 5.853, -4.846], [10.834, 7.452, -5.162], [9.880, 3.978, -4.837], [8.715, 4.701, -5.937], [7.210, 4.803, -3.730], [8.645, 4.164, -2.943], [5.658, 2.912, -3.991], [6.611, 2.508, -2.471], [7.527, 0.401, -3.681], [6.113, 0.497, -4.744], [7.052, -0.883, -1.655], [5.418, -0.649, -0.979], [6.534, 0.731, -0.991], [-2.633, 2.989, -0.381], [-2.916, 3.668, 0.810], [-1.791, 3.896, 1.690], [-2.306, 4.430, 3.031], [-2.939, 3.472, 3.826], [-3.458, 4.125, 4.979], [-4.053, 3.027, 5.869], [-3.086, 2.612, 6.829], [-3.559, 1.843, 7.896], [-3.593, 2.677, -0.866], [-1.996, 2.095, -0.189], [-2.068, 3.650, -1.100], [-1.263, 4.712, 1.219], [-1.115, 3.037, 1.801], [-3.054, 5.246, 2.843], [-1.476, 4.882, 3.554], [-4.274, 4.823, 4.663], [-2.690, 4.629, 5.557], [-4.328, 2.216, 5.180], [-4.956, 3.419, 6.384], [-4.495, 2.114, 8.406], [-2.770, 1.759, 8.589], [-3.794, 0.817, 7.584]],
  "lowdin_charge": [-0.058, -0.212, -0.176, -0.218, -0.065, -0.274, -0.048, 0.057, 0.080, 0.030, 0.112, 0.102, 0.113, 0.099, 0.048, 0.089, 0.058, 0.063, 0.109, 0.062, 0.053, 0.057, -0.080, -0.270, -0.211, -0.275, -0.087, -0.204, -0.060, 0.047, 0.084, 0.082, 0.126, 0.084, 0.108, 0.118, 0.071, 0.074, 0.059, 0.129, 0.076, 0.040, 0.067, 0.057, -0.063, -0.296, -0.223, -0.251, -0.066, -0.262, -0.087, 0.061, 0.084, 0.037, 0.110, 0.120, 0.120, 0.090, 0.062, 0.062, 0.063, 0.133, 0.099, 0.076, 0.064, 0.078, -0.089, -0.197, -0.140, -0.179, -0.131, -0.205, -0.157, -0.199, -0.115, 0.099, 0.093, 0.039, 0.122, 0.082, 0.104, 0.130, 0.114, 0.122, 0.136, 0.096, 0.071, 0.088, 0.090, -0.080, -0.184, -0.253, -0.180, -0.133, -0.205, -0.226, -0.204, -0.121, 0.075, 0.076, 0.087, 0.106, 0.142, 0.133, 0.150, 0.159, 0.126, 0.121, 0.142, 0.099, 0.073, 0.090, -0.122, -0.202, -0.163, -0.179, -0.135, -0.189, -0.207, -0.197, -0.110, 0.042, 0.082, 0.112, 0.136, 0.122, 0.126, 0.109, 0.145, 0.106, 0.122, 0.115, 0.075, 0.097, 0.096, -0.075, -0.207, -0.223, -0.212, -0.156, -0.144, -0.222, -0.204, -0.078, 0.090, 0.104, 0.069, 0.145, 0.140, 0.133, 0.105, 0.131, 0.128, 0.113, 0.125, 0.092, 0.033, 0.105, -0.095, -0.175, -0.204, -0.176, -0.133, -0.176, -0.217, -0.165, -0.090, 0.066, 0.095, 0.070, 0.116, 0.127, 0.136, 0.075, 0.126, 0.108, 0.114, 0.126, 0.113, 0.068, 0.057, -0.114, -0.178, -0.190, -0.270, -0.141, -0.102, -0.161, -0.229, -0.092, 0.070, 0.074, 0.101, 0.114, 0.130, 0.140, 0.135, 0.129, 0.106, 0.119, 0.104, 0.084, 0.082, 0.093, -0.120, -0.202, -0.151, -0.214, -0.160, -0.180, -0.174, -0.196, -0.120, 0.096, 0.068, 0.094, 0.121, 0.099, 0.139, 0.113, 0.134, 0.127, 0.109, 0.132, 0.092, 0.070, 0.087]
}